Density functional theory data (ωB97M-V/def2-TZVPD) for 2 unconnected molecules or ions with the total composition C2H2Cl3NO in a non-equilibrium geometry.

Summary:
* Kohn-Sham gap (alpha / beta): 0.321 / 0.323 hartree
* charge: 0
* 2S+1: 1
* E_tot: -43205.4863 eV

Element x y z (Å)
1 O 0.25 1.32 -0.30
2 Cl 3.46 0.52 1.85
3 C 3.48 0.15 0.25
4 N 1.03 0.60 -1.07
5 C -0.07 -0.02 -0.49
6 H -0.81 -0.16 -1.23
7 H -0.13 -0.62 0.38
8 Cl 4.66 0.88 -0.78
9 Cl 3.13 -1.53 -0.23

***

Density functional theory data (ωB97M-V/def2-TZVPD) for 2 unconnected molecules or ions with the total composition C2H2Cl3O2S in a non-equilibrium geometry.

Summary:
* Kohn-Sham gap: 0.250 hartree
* charge: -1
* 2S+1: 1
* E_tot: -54603.3445 eV

Element x y z (Å)
1 Cl 0.50 -1.94 1.97
2 S 1.39 1.08 0.56
3 C -1.10 -0.16 -0.25
4 Cl 0.91 -1.49 -1.37
5 C 0.34 -0.36 -0.31
6 O 0.32 2.05 0.89
7 H -1.05 0.87 0.22
8 H -1.56 -0.74 0.54
9 Cl -1.97 -0.76 -1.67
10 O 2.22 1.46 -0.59